15
Properties=species:S:1:pos:R:3:forces:R:3 method="wB97M-V/def2-TZVPD" homo_lumo_gap_ev=8.229 e_tot_ev=-16615.6256 e_above_lowest_kcal_mol=88.30 multiplicity=1
C 0.670936 0.175985 -1.675966 -7.955 0.557 -1.599
C 0.436839 1.127686 -0.594630 0.849 3.762 1.189
C 0.412502 0.504414 0.759593 -0.753 0.264 0.222
C -0.892931 -1.492422 1.013837 0.614 -8.449 2.235
H 0.131354 0.648886 -2.661046 2.167 -1.619 1.936
H 1.388772 -0.518531 -1.720070 3.643 -1.619 -0.565
H -0.195281 -0.550803 -1.280545 1.295 0.783 -1.725
H -0.601349 1.530689 -0.764109 1.230 0.306 0.121
H 1.217176 1.971805 -0.468084 -1.279 -0.871 -0.736
H 0.641232 1.231073 1.562696 -0.937 -0.389 -0.205
H 1.239611 -0.150586 0.767048 0.812 -1.311 0.405
H -1.730992 0.356829 1.639839 3.058 -2.455 -3.427
H 0.194304 -1.850380 0.914609 -1.647 -0.354 -0.535
N -0.860894 -0.264382 0.904249 -2.992 8.552 4.003
S -2.051279 -2.720263 1.602578 1.894 2.843 -1.320

***

15
Properties=species:S:1:pos:R:3:forces:R:3 method="wB97M-V/def2-TZVPD" homo_lumo_gap_ev=9.360 e_tot_ev=-16616.8308 e_above_lowest_kcal_mol=60.50 multiplicity=1
C 1.220120 0.858960 -0.669890 1.470 -2.097 -2.144
C 0.305300 -0.069048 -1.384689 0.704 -1.984 -2.735
C -0.498850 -1.011586 -0.900503 -1.044 -0.647 0.096
C -0.689768 -1.124212 0.612795 -0.127 -0.496 2.252
N -1.096915 0.180928 1.175669 0.071 0.053 -1.150
S -1.136387 0.379270 2.826291 -1.322 -1.080 0.120
H 0.894318 1.776282 -0.980460 -0.675 2.965 0.173
H 2.300606 0.813886 -0.938764 -0.750 -0.346 -0.555
H 1.233399 0.611714 0.318682 -0.451 0.216 2.920
H 0.397847 -0.182830 -2.511972 -0.030 0.840 1.299
H -1.113196 -1.668478 -1.652567 1.260 1.236 1.823
H -1.524878 -1.891077 0.927349 1.904 0.888 -0.795
H 0.306751 -1.292265 1.267807 -2.009 -0.477 -1.858
H -1.655282 0.778752 0.579689 -0.201 -0.306 0.325
H -0.379846 1.419686 2.905468 1.201 1.235 0.230

***

15
Properties=species:S:1:pos:R:3:forces:R:3 method="wB97M-V/def2-TZVPD" homo_lumo_gap_ev=8.539 smiles="CCNCC=S" e_tot_ev=-16618.1060 e_above_lowest_kcal_mol=31.10 multiplicity=1
C -1.679070 1.605167 0.129164 -1.056 1.920 0.237
C -1.097206 0.250326 0.185731 0.089 -0.561 -0.686
N 0.338945 0.245811 0.036992 0.853 -0.715 -0.684
C 0.868307 -1.136857 -0.003721 -0.081 -0.271 -1.140
C 2.379751 -1.085952 -0.103965 0.043 -1.252 -0.561
S 3.320766 -2.085411 -0.997987 -0.842 0.922 0.705
H -1.662224 2.146201 -0.842758 0.274 -0.609 0.457
H -2.726453 1.610023 0.451661 -0.045 -0.334 -0.318
H -1.237788 2.258984 0.882334 0.445 0.033 -0.130
H -1.364949 -0.222986 1.101794 -0.030 -0.293 1.013
H -1.529238 -0.384500 -0.574315 -0.498 -0.322 -0.540
H 0.528755 0.619270 -0.902218 0.056 0.101 0.549
H 0.421444 -1.798029 -0.830109 0.629 0.946 0.815
H 0.621404 -1.676986 0.913366 -0.003 0.241 0.284
H 2.817557 -0.345060 0.554033 0.165 0.191 -0.001

***

15
Properties=species:S:1:pos:R:3:forces:R:3 method="wB97M-V/def2-TZVPD" homo_lumo_gap_ev=9.908 smiles="CCC/C=N/S" e_tot_ev=-16618.0591 e_above_lowest_kcal_mol=32.18 multiplicity=1
C 1.067344 -1.291414 -0.373183 -1.334 -1.070 -0.073
C 1.167758 -0.060850 0.523763 1.604 0.372 -1.316
C 0.511679 1.238150 -0.066237 -1.868 -1.530 2.224
C -1.044150 1.086595 -0.263456 3.608 0.002 0.459
N -1.539780 0.017488 0.131819 -1.284 -1.043 0.542
S -3.226478 -0.219455 -0.002192 0.003 -0.014 0.067
H 0.037334 -1.724156 -0.319995 0.949 0.114 -0.006
H 1.811276 -2.096228 -0.162081 -0.514 0.719 0.110
H 1.192763 -1.014216 -1.418690 0.185 0.121 -0.109
H 0.904971 -0.259271 1.554513 -0.532 0.033 0.078
H 2.269557 0.069738 0.547851 -0.445 0.677 0.236
H 0.665824 2.022062 0.669304 -0.166 0.302 0.284
H 0.969858 1.624354 -0.921270 0.784 0.150 -1.709
H -1.534376 1.915837 -0.685499 -1.015 1.049 -0.633
H -3.253577 -1.308627 0.785360 0.025 0.119 -0.153

***

14
Properties=species:S:1:pos:R:3:forces:R:3 method="wB97M-V/def2-TZVPD" homo_lumo_gap_ev=6.777 total_charge=-1 e_tot_ev=-6339.4511 e_above_lowest_kcal_mol=30.39 multiplicity=1
C 0.424019 -0.721523 -1.723850 -0.838 0.697 1.948
O -0.232261 0.035055 -0.742641 1.106 -0.132 -1.363
C 0.603093 -2.112989 -1.125566 -0.335 -1.831 -0.203
H 1.481893 -0.434731 -2.016543 -0.514 0.485 0.029
H -0.218851 -0.691333 -2.636640 0.565 -0.598 -0.145
H 1.183523 -2.840135 -1.756476 -0.361 0.392 0.101
H -0.398538 -2.567983 -0.922096 0.621 0.290 -0.193
H 1.118021 -2.114435 -0.143119 -0.204 0.541 -0.508
C -0.661729 1.640859 1.243240 0.520 -0.211 3.213
C -0.270129 1.548487 2.565676 -0.694 0.312 -2.187
H -1.702239 1.437557 1.011647 0.095 0.307 -0.205
H 0.016660 1.814935 0.419619 -0.100 -0.306 0.084
H -0.980852 1.425922 3.399328 0.296 -0.201 -0.578
H 0.786951 1.560760 2.828415 -0.160 0.254 0.008

***

14
Properties=species:S:1:pos:R:3:forces:R:3 method="wB97M-V/def2-TZVPD" homo_lumo_gap_ev="10.514 / 8.543" e_tot_ev=-6337.9158 s_squared=0.76 e_above_lowest_kcal_mol=25.79 multiplicity=2
C -1.118853 -0.347599 -0.092771 -1.153 0.367 0.172
O -2.101425 0.470244 0.155058 0.137 -0.100 0.056
C 0.024903 0.284612 -0.945248 0.282 -0.352 0.352
C 0.254323 -0.041194 0.491931 0.829 1.053 -1.213
C 1.169749 -1.203435 0.734260 -0.591 -0.093 0.753
H -1.371408 -1.389997 -0.285519 0.240 -0.120 -0.018
H 5.921312 4.163487 -1.566318 -0.022 -0.047 0.037
H -0.156913 1.303033 -1.239334 -0.052 0.067 -0.050
H 0.447707 -0.390300 -1.673260 -0.028 0.018 -0.197
H 5.666274 3.620822 -1.127575 0.022 0.046 -0.037
H 0.334870 0.884162 1.065982 -0.280 -0.641 0.385
H 0.969358 -1.655415 1.707846 0.146 0.009 0.040
H 2.206521 -0.891906 0.694389 0.203 -0.057 -0.117
H 0.955732 -1.962996 -0.011021 0.268 -0.150 -0.163

***

15
Properties=species:S:1:pos:R:3:forces:R:3 method="wB97M-V/def2-TZVPD" homo_lumo_gap_ev=7.652 total_charge=-1 e_tot_ev=-8390.2042 e_above_lowest_kcal_mol=6.63 multiplicity=1
C -0.727279 -1.819911 -0.098892 -0.619 1.690 0.461
C 0.460655 -2.633724 0.368908 -0.218 -0.715 0.012
H -1.593826 -2.254077 -0.587940 0.150 -0.976 0.102
H -1.148697 -1.270393 0.759522 0.082 -0.168 -0.138
H -0.465680 -1.008227 -0.775652 0.492 0.037 -0.125
H 0.638145 -3.514196 -0.250929 0.214 0.132 -0.204
H 0.320844 -3.031815 1.376123 -0.162 0.034 0.066
H 1.357564 -2.022853 0.412834 0.081 0.052 -0.194
C -0.244011 2.590794 0.363666 0.731 0.092 -0.288
C 0.703778 2.392864 -0.865593 -0.064 0.104 0.053
O 1.607655 3.240445 -1.027165 -0.046 0.030 0.072
O 0.433831 1.395701 -1.577277 -0.001 -0.053 0.019
H -0.608935 1.598886 0.611803 -0.476 0.106 0.205
H -1.025728 3.300766 0.084314 -0.217 -0.278 -0.005
H 0.291683 3.035742 1.206284 0.052 -0.087 -0.036

***

15
Properties=species:S:1:pos:R:3:forces:R:3 method="wB97M-V/def2-TZVPD" homo_lumo_gap_ev=7.956 total_charge=-1 e_tot_ev=-8389.9808 e_above_lowest_kcal_mol=11.78 multiplicity=1
C -2.115504 -2.369775 -0.091996 0.043 1.393 0.256
C -1.837816 -0.880674 -0.362897 2.043 -0.024 -0.349
H -3.180081 -2.523869 -0.094795 -0.564 -0.560 -0.052
H -1.613714 -3.017719 -0.811188 -0.051 -0.051 0.157
H -1.746777 -2.520514 0.931211 0.004 -0.465 -0.342
H -2.107992 -0.452882 -1.329893 -0.548 -0.406 -0.137
H -0.714804 -0.752146 -0.320063 -1.363 0.021 0.153
H -2.216108 -0.229046 0.423372 -0.139 -0.102 0.044
C 0.410653 2.065582 -0.128952 2.152 -0.497 0.391
C 1.287494 0.749590 0.146654 -1.981 0.897 0.402
O 2.435976 0.771022 -0.298966 0.579 -0.365 -0.119
O 0.655319 -0.088180 0.845844 1.200 -0.094 -0.016
H 0.838244 2.542223 -1.018294 -0.778 -0.059 -0.182
H 0.753713 2.698906 0.691981 -0.324 0.226 0.187
H -0.648150 1.883539 -0.035009 -0.271 0.086 -0.395

***

16
Properties=species:S:1:pos:R:3:forces:R:3 method="wB97M-V/def2-TZVPD" homo_lumo_gap_ev="9.119 / 8.976" e_tot_ev=-17674.2500 e_above_lowest_kcal_mol=109.93 multiplicity=1
C 1.156675 -1.079479 -0.003041 1.284 -0.555 -1.889
C 0.462613 1.243373 -0.377717 0.144 3.127 5.057
C 0.178109 -0.031892 0.432060 -1.591 0.915 0.651
C -1.420790 -0.370704 0.301016 2.859 -0.707 2.108
O 2.044157 1.601000 -2.669066 -0.304 -0.607 0.541
O 2.051346 -0.487473 -1.030541 0.145 -0.025 0.648
P 1.290172 0.711039 -1.767904 0.765 0.040 -2.255
H 1.801539 -1.664074 0.658801 -0.176 0.817 0.465
H 0.666486 -1.820573 -0.590724 -0.880 -0.842 -0.192
H -0.238284 2.096422 -0.023484 1.311 -1.423 -1.623
H 2.031105 2.205348 0.433595 -2.441 -1.751 -1.399
H 0.251805 0.260087 1.485130 0.282 -0.320 -0.134
H -1.724878 0.613104 0.580642 -1.463 0.509 -0.547
H -1.632012 -0.986937 1.229444 -0.068 0.237 -1.441
H -1.731334 -0.831160 -0.640802 -0.085 0.443 0.287
H 0.222153 -0.011732 -2.372528 0.219 0.144 -0.278

***

16
Properties=species:S:1:pos:R:3:forces:R:3 method="wB97M-V/def2-TZVPD" homo_lumo_gap_ev=7.326 total_charge=-1 e_tot_ev=-19225.6168 e_above_lowest_kcal_mol=12.28 multiplicity=1
C -0.090797 -0.704251 -2.032654 0.785 -0.709 0.240
C -1.861774 0.852222 -0.666451 -0.432 0.143 1.006
S -1.447601 0.396921 -2.347435 -0.374 0.434 -0.250
H -0.413652 -1.687494 -1.682062 -0.092 -0.005 -0.378
H 0.511565 -0.770935 -2.944559 -0.244 -0.200 0.086
H 0.586238 -0.382960 -1.244672 0.024 0.440 0.053
H -1.714201 1.910973 -0.439904 0.213 -0.043 -0.275
H -1.237041 0.274644 0.011119 0.105 -0.014 0.070
H -2.893856 0.631384 -0.367250 0.099 -0.138 -0.425
C 1.281010 0.567217 1.837099 -0.622 -0.167 0.107
C 1.166916 -0.946012 1.492900 -0.035 0.006 -0.166
O 0.213381 -1.581168 2.003415 0.216 0.195 -0.151
O 2.041504 -1.351562 0.685801 -0.225 -0.009 0.151
H 0.547205 0.870484 2.590884 0.193 -0.162 0.135
H 1.014638 1.133520 0.938349 0.407 0.038 -0.052
H 2.296468 0.787014 2.165421 -0.019 0.190 -0.151

***

16
Properties=species:S:1:pos:R:3:forces:R:3 method="wB97M-V/def2-TZVPD" homo_lumo_gap_ev=8.626 total_charge=-1 e_tot_ev=-10437.1018 e_above_lowest_kcal_mol=31.45 multiplicity=1
C 2.900702 0.237077 -0.152648 0.528 0.939 0.629
C 1.573746 -0.535591 -0.096243 -1.100 -0.295 0.127
O 0.723113 -0.030363 -0.908238 0.747 -0.701 0.442
O 1.380176 -1.476115 0.718767 0.590 0.850 -0.825
H 2.867474 0.996525 0.699301 -0.115 -0.654 -1.138
H 2.823521 0.782605 -1.151610 0.882 -0.680 1.414
H 3.843467 -0.344255 0.094815 -1.106 0.421 -0.814
C -2.089814 0.577795 -0.193610 1.121 1.816 -0.459
C -1.811305 -0.473872 0.880938 2.450 1.843 1.099
O -1.820054 0.005567 -1.432760 -0.450 -0.002 -1.935
H -3.074196 1.025751 -0.424181 -0.238 -0.642 1.147
H -1.461843 1.571961 0.055799 -0.791 -2.090 -0.721
H -1.331988 -1.349087 0.409625 -0.116 0.581 0.378
H -0.893658 -0.265664 -1.595845 0.155 0.481 1.217
H -2.597412 -0.779063 1.513747 -1.347 -0.317 0.542
H -1.031931 0.056727 1.582139 -1.209 -1.550 -1.103

***

16
Properties=species:S:1:pos:R:3:forces:R:3 method="wB97M-V/def2-TZVPD" homo_lumo_gap_ev="5.234 / 3.712" e_tot_ev=-10426.1615 s_squared=0.76 e_above_lowest_kcal_mol=187.09 multiplicity=2
C 0.146198 0.856570 -0.011967 -2.156 0.396 -2.396
O 0.644561 2.107990 -0.160577 1.497 -2.325 0.176
C 0.789436 -0.441694 0.486745 -1.963 -2.692 1.606
C 0.352264 -1.841641 0.089206 -2.913 2.942 0.725
C -0.629652 -1.784589 -1.152105 1.509 -1.226 1.592
O 0.007051 -1.187797 -2.169816 -0.297 0.066 -0.837
H -0.910213 0.980674 0.425345 1.169 -0.879 0.209
H -0.040901 0.497242 -1.017312 -0.729 -0.002 -1.380
H 1.298814 -1.047533 -0.423111 1.566 -0.932 -1.286
H 1.433829 -0.299195 1.302798 1.172 -0.487 1.076
H -0.861675 -2.885843 -1.231138 -0.050 0.884 -1.135
H 0.156068 -2.962888 0.472094 2.373 2.721 0.264
H -1.541172 -1.289338 -0.861200 -0.726 0.282 0.164
H -0.992836 3.622147 1.643976 -0.174 0.176 -0.241
H 0.350848 2.554449 0.772915 -0.899 1.961 1.476
O -0.202618 3.121445 1.834148 0.620 -0.886 -0.012